One molecule with the formula C3H5NS2 in a non-equilibrium geometry. Source: the OMol25 dataset; level of theory: the ωB97M-V functional and the def2-TZVPD basis.

```
11
Properties=species:S:1:pos:R:3:forces:R:3:nbo_charge:R:1
C -0.89412 0.00649 0.46227 4.023 -2.938 0.743 -0.140
C 0.20285 0.78884 0.43252 -2.426 0.138 -0.307 -0.412
C -0.51980 -1.55474 0.48959 -0.064 0.880 -1.647 -0.557
N 2.63972 1.25822 -0.56268 -1.468 -1.507 1.309 -1.046
S 1.18123 -1.71273 -0.29669 -0.540 0.462 0.695 -0.051
S 1.88702 0.25291 0.52993 1.542 1.064 -2.160 0.899
H -1.92680 0.22693 0.37676 -0.553 0.749 0.081 0.230
H 0.02874 1.82507 0.27456 0.532 0.957 0.085 0.245
H -0.52008 -2.20106 1.37336 -0.171 0.905 0.319 0.236
H -1.23200 -2.01235 -0.21089 0.301 -0.115 0.079 0.224
H 3.68512 1.24483 -0.54665 -1.176 -0.595 0.801 0.371
```
Forces are in eV/Å.

The orbital gap comes out at 8.333 eV. The spin multiplicity is 1. The calculation puts the HOMO energy at -8.52 eV. For the total energy, the calculation gives -26349.498 eV. The LUMO energy comes out at -0.184 eV.